No. 1
A 13-piece molecular cluster, C5H35NO12 overall. Source: the OMol25 dataset; level of theory: ωB97M-V/def2-TZVPD.

Values from the calculation:
electronic energy: -31812.5745 eV
energy above the lowest of the compared OMol25 structures with the same formula, charge and spin: 302.7 kJ/mol
spin multiplicity: 1
HOMO: -9.129 eV
net charge: 0
gap between HOMO and LUMO: 9.229 eV

Each line ends with the Mulliken charge.
CARTESIAN COORDINATES (ANGSTROEM)
1 C 2.980 2.109 0.111  -1.313
2 N 1.672 1.724 0.716  -0.085
3 C 0.808 0.917 -0.256  1.671
4 C -0.618 1.273 0.118  -0.281
5 C -0.563 2.557 1.009  -0.491
6 C 0.899 2.989 1.009  -0.807
7 H 3.515 1.154 0.170  0.399
8 H 3.313 2.820 0.859  0.489
9 H 2.884 2.403 -0.948  0.336
10 H 1.061 1.197 -1.266  0.479
11 H 0.944 -0.159 0.062  -1.497
12 H -1.289 0.559 0.581  0.236
13 H -1.148 1.490 -0.822  -0.026
14 H -0.834 2.211 2.013  0.264
15 H -1.242 3.349 0.717  0.293
16 H 1.088 3.814 0.301  0.333
17 H 1.191 3.359 2.000  0.401
18 H -3.851 -0.217 0.585  0.324
19 H -3.626 0.406 2.006  0.284
20 O -3.814 0.616 1.085  -0.671
21 H -4.055 2.742 -1.092  0.307
22 H -3.235 1.831 -0.193  0.315
23 O -3.190 2.315 -1.033  -0.620
24 H -2.317 -3.090 3.015  0.323
25 H -1.337 -2.260 3.850  0.319
26 O -2.273 -2.459 3.740  -0.627
27 H -0.219 2.618 -3.209  0.293
28 H -1.148 1.465 -3.272  0.271
29 O -0.215 1.675 -3.420  -0.603
30 H 0.555 -2.660 -2.087  0.445
31 H 0.895 -3.343 -3.496  0.368
32 O 0.394 -3.425 -2.682  -0.731
33 H -1.158 -2.620 -2.914  0.456
34 H -1.359 -1.174 -3.555  0.284
35 O -1.766 -1.856 -2.998  -0.747
36 H 1.109 0.242 -3.810  0.316
37 H 1.281 -0.815 -2.603  0.387
38 O 1.321 -0.669 -3.561  -0.652
39 H 1.393 -2.173 2.908  0.424
40 H 0.181 -1.882 2.163  0.170
41 O 1.036 -2.312 2.002  -0.578
42 H -2.679 -1.888 -1.258  0.394
43 H -3.718 -2.774 -0.218  0.269
44 O -3.287 -1.973 -0.519  -0.606
45 H 2.753 -1.017 3.938  0.339
46 H 1.622 -0.087 3.431  0.376
47 O 1.822 -0.800 4.046  -0.747
48 H 1.132 -1.693 -0.023  -0.112
49 H 2.025 -2.736 -0.793  0.318
50 O 1.545 -1.903 -0.866  -0.730
51 H 3.335 0.196 1.518  0.342
52 H 2.862 -1.316 1.170  0.383
53 O 3.323 -0.727 1.773  -0.683

---

No. 2
A 13-piece molecular cluster, C5H35NO13 overall. Source: the OMol25 dataset; level of theory: ωB97M-V/def2-TZVPD.

Values from the calculation:
electronic energy: -33859.9370 eV
energy above the lowest of the compared OMol25 structures with the same formula, charge and spin: 276.6 kJ/mol
spin multiplicity: 1
HOMO: -7.531 eV
net charge: 0
gap between HOMO and LUMO: 7.606 eV

Each line ends with the Mulliken charge.
CARTESIAN COORDINATES (ANGSTROEM)
1 C 0.270 1.726 2.506  -0.592
2 O -0.868 1.088 1.953  -0.409
3 C 1.487 0.809 2.451  -0.495
4 C 2.018 0.643 1.051  -1.219
5 C 1.112 0.011 -0.014  -0.727
6 C 0.887 -1.312 -0.020  0.172
7 N 0.183 -1.911 -1.042  -0.077
8 H 0.029 1.868 3.562  0.363
9 H 0.460 2.704 2.052  0.256
10 H -0.810 1.061 0.986  0.274
11 H 2.250 1.198 3.123  0.444
12 H 1.091 -0.115 2.891  0.077
13 H 2.951 0.107 0.898  0.542
14 H 2.228 1.655 0.705  0.072
15 H 0.799 0.598 -0.866  0.615
16 H 1.305 -1.779 0.848  0.481
17 H -0.357 -1.211 -1.538  0.113
18 H -0.375 -2.723 -0.853  0.250
19 H 1.993 1.238 -3.486  0.351
20 H 1.811 2.759 -3.379  0.302
21 O 2.471 2.066 -3.261  -0.665
22 H -2.530 -0.626 -2.032  0.242
23 H -2.046 -0.071 -3.428  0.319
24 O -1.763 -0.374 -2.559  -0.743
25 H 2.640 2.974 -1.320  0.362
26 H 2.736 4.177 -0.218  0.270
27 O 2.247 3.767 -0.931  -0.622
28 H -3.286 0.032 1.780  0.228
29 H -3.351 -0.843 3.008  0.333
30 O -3.450 -0.882 2.049  -0.636
31 H 2.177 -1.188 -2.487  0.261
32 H 1.467 -0.936 -3.846  0.271
33 O 1.649 -0.554 -2.982  -0.575
34 H -0.960 3.390 -1.036  0.269
35 H 0.332 3.245 -0.218  0.251
36 O -0.401 2.739 -0.595  -0.496
37 H -3.740 -3.191 -0.990  0.266
38 H -3.027 -3.306 0.366  0.285
39 O -2.902 -3.031 -0.547  -0.538
40 H 2.526 -3.697 -0.515  0.383
41 H 2.831 -4.279 0.826  0.310
42 O 3.249 -4.103 -0.022  -0.637
43 H -3.268 3.091 2.081  0.297
44 H -2.441 1.900 2.356  0.454
45 O -3.382 2.173 2.362  -0.690
46 H -0.432 -1.612 2.741  0.211
47 H -1.880 -2.077 2.068  0.382
48 O -0.967 -2.279 2.316  -0.575
49 H -1.635 1.537 -2.862  0.462
50 H -0.647 2.741 -3.214  0.275
51 O -1.513 2.361 -3.350  -0.659
52 H -0.413 -4.167 0.863  0.288
53 H 0.735 -3.329 1.176  0.307
54 O 0.508 -4.062 0.596  -0.687

---

What is the HOMO in the first record?
-9.129 eV